Computed, not measured: a single C5H7BrO molecule, with ωB97M-V with the def2-TZVPD basis set.

For the frontier orbital gap, the calculation gives 9.9434 eV. The highest occupied orbital energy comes out at -9.2 eV. Its energy relative to the best compared isomer or geometry (same formula, charge and spin) is 1.109 eV. The LUMO energy comes out at 0.0286 Ha. Its structure (SMILES) is O[C@H]1CCC=C1Br.

```
! wB97M-V def2-TZVPD RIJCOSX def2/J DEFGRID3
* xyz 0 1
C -0.66 -1.42 0.39
C -1.31 -0.29 0.19
C 0.84 -1.26 0.03
C 1.11 0.25 0.01
C -0.14 0.99 -0.32
O -0.23 2.19 0.47
Br -3.25 -0.19 0.18
H -1.06 -2.36 0.65
H 1.55 -1.76 0.71
H 0.90 -1.45 -1.10
H 1.41 0.68 0.95
H 1.85 0.61 -0.69
H -0.27 1.07 -1.51
H -0.73 2.94 0.04
*
```

---

Computed, not measured: a single C5H7BrS molecule, with ωB97M-V with the def2-TZVPD basis set.

For the frontier orbital gap (spin up / spin down), the calculation gives 7.0545 / 7.0532 eV. The highest occupied orbital energy (spin up / spin down) comes out at -7.6 / -7.6 eV. Its energy relative to the best compared isomer or geometry (same formula, charge and spin) is 4.430 eV. The LUMO energy (spin up / spin down) comes out at -0.0195 / -0.0195 Ha.

```
! wB97M-V def2-TZVPD RIJCOSX def2/J DEFGRID3
* xyz 0 1
C -1.19 -0.58 -0.71
C 0.33 0.93 -0.13
C -0.63 -1.56 0.31
C 0.94 -1.62 -0.07
C 0.29 2.38 -0.02
S 1.66 0.05 -0.28
Br -2.84 0.15 -0.06
H -0.76 -1.34 1.31
H -0.94 -2.58 0.11
H 1.45 -2.26 0.59
H 1.09 -1.97 -1.17
H -0.76 2.59 0.23
H 0.42 2.99 -0.94
H 0.94 2.82 0.82
*
```

---

Computed, not measured: 2 unconnected molecules or ions with the total composition C5H7BrS, with ωB97M-V with the def2-TZVPD basis set.

For the frontier orbital gap (spin up / spin down), the calculation gives 7.2473 / 6.9828 eV. The highest occupied orbital energy (spin up / spin down) comes out at -7.5 / -7.4 eV. Its energy relative to the best compared isomer or geometry (same formula, charge and spin) is 3.404 eV. The LUMO energy (spin up / spin down) comes out at -0.0096 / -0.0143 Ha.

```
! wB97M-V def2-TZVPD RIJCOSX def2/J DEFGRID3
* xyz 0 1
C -0.86 0.46 -0.32
C -0.41 -0.71 0.14
C 2.65 -0.54 0.02
C -1.81 1.43 0.40
C 0.47 -1.54 -0.60
S 3.90 -1.43 0.27
Br 2.21 1.23 0.17
H -0.70 0.91 -1.26
H -0.64 -0.97 1.26
H -2.42 0.74 1.01
H -1.33 2.08 1.09
H -2.49 2.08 -0.26
H 0.67 -2.54 -0.40
H 0.75 -1.21 -1.53
*
```

---

Computed, not measured: a single C5H7Cl molecule, with ωB97M-V with the def2-TZVPD basis set.

For the frontier orbital gap, the calculation gives 9.9754 eV. The highest occupied orbital energy comes out at -9.1 eV. Its energy relative to the best compared isomer or geometry (same formula, charge and spin) is 0.706 eV. The LUMO energy comes out at 0.0336 Ha. Its structure (SMILES) is C=C(Cl)/C=C/C.

```
! wB97M-V def2-TZVPD RIJCOSX def2/J DEFGRID3
* xyz 0 1
C 2.15 -0.68 -0.09
C 0.76 -0.10 -0.26
C -0.39 -0.55 0.29
C -1.64 0.10 0.02
C -1.88 1.40 0.03
H 2.77 0.15 0.29
H 2.63 -1.06 -1.01
H 2.21 -1.48 0.68
H 0.64 0.73 -0.95
H -0.35 -1.36 1.01
H -2.87 1.82 -0.11
H -1.07 2.05 0.25
Cl -2.97 -1.03 -0.14
*
```

---

Computed, not measured: a single C5H7Cl molecule, with ωB97M-V with the def2-TZVPD basis set.

For the frontier orbital gap, the calculation gives 10.2984 eV. The highest occupied orbital energy comes out at -9.1 eV. Its energy relative to the best compared isomer or geometry (same formula, charge and spin) is 1.326 eV. The LUMO energy comes out at 0.0435 Ha. Its structure (SMILES) is Cl/C=C/C1CC1.

```
! wB97M-V def2-TZVPD RIJCOSX def2/J DEFGRID3
* xyz 0 1
C -1.88 0.34 -0.08
C -1.05 -0.68 -0.20
C 0.43 -0.52 -0.48
C 1.39 -0.30 0.67
C 1.14 0.84 -0.22
H -1.65 1.36 0.08
H -1.47 -1.68 -0.05
H 0.81 -1.14 -1.28
H 1.07 -0.16 1.70
H 2.26 -0.81 0.60
H 0.59 1.69 0.14
H 1.93 1.02 -0.96
Cl -3.58 0.02 0.08
*
```

---

Computed, not measured: a single C5H7Cl molecule, with ωB97M-V with the def2-TZVPD basis set.

For the frontier orbital gap, the calculation gives 9.8915 eV. The highest occupied orbital energy comes out at -8.9 eV. Its energy relative to the best compared isomer or geometry (same formula, charge and spin) is 2.786 eV. The LUMO energy comes out at 0.0379 Ha. Its structure (SMILES) is Cl/C=C/C1CC1.

```
! wB97M-V def2-TZVPD RIJCOSX def2/J DEFGRID3
* xyz 0 1
C -1.73 0.13 -0.16
C -0.86 -0.96 -0.24
C 0.58 -0.53 -0.48
C 1.32 -0.13 0.84
C 0.85 0.86 -0.12
H -1.46 1.06 -0.86
H -1.17 -1.94 0.07
H 1.37 -0.93 -1.28
H 0.75 -0.29 1.83
H 2.28 -0.42 0.87
H -0.04 1.55 0.18
H 1.51 1.54 -0.84
Cl -3.40 0.06 0.19
*
```

---

Computed, not measured: a single C5H7Cl molecule, with ωB97M-V with the def2-TZVPD basis set.

For the frontier orbital gap, the calculation gives 8.8129 eV. The highest occupied orbital energy comes out at -8.5 eV. Its energy relative to the best compared isomer or geometry (same formula, charge and spin) is 3.436 eV. The LUMO energy comes out at 0.0132 Ha. Its structure (SMILES) is C=C(Cl)/C=C/C.

```
! wB97M-V def2-TZVPD RIJCOSX def2/J DEFGRID3
* xyz 0 1
C 2.84 -0.41 0.13
C 1.73 0.34 -0.36
C 0.61 -0.17 0.15
C -0.67 0.37 0.15
C -1.19 1.68 0.09
H 3.46 0.59 0.16
H 3.37 -0.91 -0.79
H 2.87 -1.02 0.99
H 1.74 1.59 -0.57
H 0.65 -1.17 0.44
H -2.18 1.91 0.08
H -0.44 2.49 0.10
Cl -1.73 -0.84 -0.08
*
```

---

Computed, not measured: a molecular structure, C5H7Cl2N2OS, with ωB97M-V with the def2-TZVPD basis set.

For the frontier orbital gap, the calculation gives 8.7091 eV. The highest occupied orbital energy comes out at -14.1 eV. Its energy relative to the best compared isomer or geometry (same formula, charge and spin) is 3.981 eV. The LUMO energy comes out at -0.1970 Ha.

```
! wB97M-V def2-TZVPD RIJCOSX def2/J DEFGRID3
* xyz 1 1
C -0.78 -0.53 1.18
C -1.10 -0.30 -1.38
C -0.33 -0.84 -0.20
C 0.15 -0.22 2.29
C -0.24 0.05 -2.64
N -2.41 0.53 1.27
N -2.30 0.08 -1.25
O -3.68 -1.43 0.25
S -3.24 -0.09 0.14
Cl -1.00 -2.25 0.71
Cl -4.84 1.03 -0.12
H 0.72 -0.77 -0.23
H 0.53 0.92 2.00
H 1.05 -0.82 2.11
H -0.24 -0.28 3.30
H -0.12 -0.86 -3.31
H 0.66 0.43 -2.34
H -0.68 0.80 -3.34
*
```

---

Computed, not measured: 2 unconnected molecules or ions with the total composition C5H7Cl2N3O2S, with ωB97M-V with the def2-TZVPD basis set.

For the frontier orbital gap (spin up / spin down), the calculation gives 7.4704 / 7.4742 eV. The highest occupied orbital energy (spin up / spin down) comes out at -8.4 / -8.4 eV. Its energy relative to the best compared isomer or geometry (same formula, charge and spin) is 0.752 eV. The LUMO energy (spin up / spin down) comes out at -0.0326 / -0.0326 Ha.

```
! wB97M-V def2-TZVPD RIJCOSX def2/J DEFGRID3
* xyz 0 1
C 1.53 -0.20 -1.84
C -1.25 0.90 2.48
C -0.58 -1.25 -1.21
C 0.01 -0.23 -1.77
C -0.15 0.90 1.48
N 0.95 0.11 1.67
N 2.09 0.10 -3.05
N -1.15 0.14 3.66
O 2.26 -0.38 -0.92
O -2.19 1.67 2.38
S 1.49 -0.96 2.75
Cl -0.90 1.03 -2.58
Cl -0.08 2.07 0.17
H -1.63 -1.37 -1.34
H 0.08 -2.03 -0.72
H 1.44 0.08 0.71
H 1.52 0.31 -3.78
H 3.15 0.05 -3.06
H -0.23 -0.22 3.85
H -1.66 0.56 4.47
*
```

---

Computed, not measured: 2 unconnected molecules or ions with the total composition C5H7Cl2NO2, with ωB97M-V with the def2-TZVPD basis set.

For the frontier orbital gap, the calculation gives 3.7309 eV. The highest occupied orbital energy comes out at -7.1 eV. Its energy relative to the best compared isomer or geometry (same formula, charge and spin) is 3.338 eV. The LUMO energy comes out at -0.1231 Ha.

```
! wB97M-V def2-TZVPD RIJCOSX def2/J DEFGRID3
* xyz 0 1
C -1.66 1.06 -0.47
C 0.58 -1.60 0.86
C 1.50 -0.47 0.26
C -0.63 0.14 -0.10
C -1.17 2.38 -0.79
N -0.70 -1.11 0.42
O -2.84 0.66 -0.54
O 0.64 0.62 -0.21
Cl 3.90 -2.69 -0.57
Cl -2.28 -1.65 1.03
H 0.58 -2.62 0.46
H 0.92 -1.73 1.92
H 2.21 -0.13 0.95
H 2.02 -0.90 -0.65
H -0.21 2.26 -1.35
H -0.98 2.92 0.12
H -1.88 2.87 -1.35
*
```

---

Computed, not measured: a single C5H7Cl2P molecule, with ωB97M-V with the def2-TZVPD basis set.

For the frontier orbital gap, the calculation gives 7.6703 eV. The highest occupied orbital energy comes out at -8.5 eV. Its energy relative to the best compared isomer or geometry (same formula, charge and spin) is 2.015 eV. The LUMO energy comes out at -0.0316 Ha. Its structure (SMILES) is C[C@]1(Cl)CCP=C1Cl.

```
! wB97M-V def2-TZVPD RIJCOSX def2/J DEFGRID3
* xyz 0 1
C 0.75 -0.23 1.11
C -0.93 -0.36 -0.44
C -0.80 -1.85 -0.10
C 0.39 0.33 -0.12
C 0.39 1.89 -0.14
P 0.08 -1.87 1.66
Cl 2.02 0.39 2.13
Cl 1.68 -0.41 -1.30
H -1.31 -0.05 -1.49
H -1.50 0.08 0.27
H -1.79 -2.36 -0.14
H -0.06 -2.33 -0.87
H 0.70 2.19 -1.08
H 0.95 2.39 0.54
H -0.59 2.20 -0.05
*
```

---

Computed, not measured: a single C5H7Cl3O molecule, with ωB97M-V with the def2-TZVPD basis set.

For the frontier orbital gap, the calculation gives 10.4493 eV. The highest occupied orbital energy comes out at -10.6 eV. Its energy relative to the best compared isomer or geometry (same formula, charge and spin) is 1.246 eV. The LUMO energy comes out at -0.0040 Ha. Its structure (SMILES) is CC[C@@H](Cl)C(Cl)(Cl)C=O.

```
! wB97M-V def2-TZVPD RIJCOSX def2/J DEFGRID3
* xyz 0 1
C -2.51 -1.77 0.48
C 1.16 0.72 -0.88
C -0.22 0.19 -0.89
C -1.11 0.35 0.29
C -2.62 -0.39 -0.08
O -1.47 -2.32 0.77
Cl -1.43 2.14 0.46
Cl -3.95 0.37 0.80
Cl -3.04 -0.35 -1.83
H -3.53 -2.29 0.66
H 1.84 0.57 -1.74
H 1.24 1.82 -0.89
H 1.86 0.38 -0.03
H 0.00 -0.83 -0.81
H -0.82 0.44 -1.79
H -0.83 -0.04 1.22
*
```